ORCA calculation (the ωB97M-V functional and the def2-TZVPD basis) on a single C14H13BrN2O5S2 molecule.

Properties
ΔE to the lowest compared entry with this formula, charge and spin: 0.0 kJ/mol
total charge: 0
2S+1: 1

Each line ends with the Mulliken charge.
Positions of all 37 atoms, in Å:
O (-1.0558, -0.7773, 2.2265)  -0.6430
C (-0.0456, -0.8900, 1.5562)  0.3590
C (0.2937, -2.2085, 0.8655)  -0.8640
N (-0.8551, -3.0760, 0.7999)  -0.3227
S (-1.8615, -2.8013, -0.4966)  1.1565
O (-1.0264, -2.6420, -1.6485)  -0.6450
O (-2.8732, -3.8063, -0.4731)  -0.6882
C (-2.6297, -1.2292, -0.1990)  0.1272
C (-3.7063, -0.9398, 0.5788)  -0.2348
C (-3.9615, 0.4443, 0.6608)  -0.4035
C (-3.0548, 1.1616, -0.0590)  -0.0299
Br (-2.9819, 3.0194, -0.2205)  -0.1093
S (-1.8890, 0.1666, -0.8659)  -0.1139
N (0.8335, 0.1229, 1.4227)  -0.0053
C (2.0194, 0.1595, 0.6500)  0.0194
C (1.9846, -0.0026, -0.7314)  0.0290
C (3.1592, 0.0364, -1.4555)  -1.0291
C (4.3769, 0.2610, -0.8249)  0.6093
C (4.4036, 0.4882, 0.5566)  0.4772
C (3.2241, 0.4230, 1.2851)  -0.8591
O (5.5606, 0.7794, 1.2240)  -0.4564
C (6.6264, 1.1383, 0.3696)  -0.4433
C (6.6984, 0.1760, -0.8146)  -0.4603
O (5.5158, 0.2577, -1.5804)  -0.4555
H (1.0911, -2.7007, 1.4333)  0.3005
H (0.6331, -2.0657, -0.1592)  0.5150
H (-1.3771, -3.1079, 1.6654)  0.3502
H (-4.2870, -1.6975, 1.0705)  0.4458
H (-4.7609, 0.8857, 1.2272)  0.4663
H (0.6498, 0.9290, 2.0087)  0.3083
H (1.0465, -0.1544, -1.2414)  0.3948
H (3.1563, -0.1043, -2.5237)  0.4619
H (3.2681, 0.5865, 2.3501)  0.4835
H (6.4768, 2.1605, -0.0029)  0.2901
H (7.5338, 1.0959, 0.9731)  0.3391
H (6.8313, -0.8484, -0.4411)  0.2882
H (7.5197, 0.4317, -1.4851)  0.3419

ORCA calculation (the ωB97M-V functional and the def2-TZVPD basis) on a molecular structure, C14H13BrN4OReS.

Properties
ΔE to the lowest compared entry with this formula, charge and spin: 0.0 kJ/mol
total charge: +2
2S+1: 2
<S²>: 0.757

Each line ends with the Mulliken charge.
Positions of all 35 atoms, in Å:
Re (0.7983, 0.3973, 0.2367)  0.9541
N (4.2832, 2.6975, -0.6286)  -0.3701
C (3.0236, 2.3074, -0.4488)  0.7577
S (2.6772, 0.5763, -0.9293)  -0.2828
N (2.1195, 3.0753, 0.0411)  -1.0334
N (0.8753, 2.4724, 0.1432)  0.6213
C (-0.1238, 3.2848, 0.0537)  0.0730
C (-1.4990, 2.8765, -0.0362)  0.4716
C (-2.4950, 3.8585, -0.0348)  -0.6998
C (-3.8192, 3.5190, -0.2181)  -0.7524
C (-4.1712, 2.1885, -0.4365)  -0.4447
C (-3.2035, 1.1969, -0.4599)  -0.5504
C (-1.8888, 1.5490, -0.2512)  0.7056
O (-0.9558, 0.5223, -0.2498)  -0.8412
H (4.9560, 2.1197, -1.1010)  0.2002
H (4.5507, 3.6360, -0.3693)  0.2606
H (0.1118, 4.3425, -0.0154)  0.4731
H (-2.2135, 4.8944, 0.1087)  0.4129
H (-4.5787, 4.2883, -0.2060)  0.4339
H (-5.2065, 1.9205, -0.5978)  0.4110
H (-3.4601, 0.1611, -0.6377)  0.4497
C (0.5143, -5.2179, -1.0669)  -1.3879
C (0.6636, -4.1121, -0.0604)  0.5540
C (0.8374, -4.3596, 1.2956)  -0.2519
C (0.9678, -3.3167, 2.2193)  -0.5735
C (0.9064, -2.0702, 1.6848)  0.7156
Br (1.0560, -0.3708, 2.6125)  -0.0621
N (0.7497, -1.7654, 0.3938)  -0.4532
C (0.6293, -2.7823, -0.4712)  -0.2874
H (0.7010, -6.1880, -0.6134)  0.3836
H (1.2095, -5.0860, -1.8959)  0.3788
H (-0.4957, -5.2238, -1.4792)  0.3389
H (0.8752, -5.3813, 1.6541)  0.4261
H (1.1027, -3.4943, 3.2768)  0.4487
H (0.5026, -2.5160, -1.5130)  0.5205

ORCA calculation (the ωB97M-V functional and the def2-TZVPD basis) on a single C14H13Cl2N3O3S2 molecule.

Properties
total charge: 0
2S+1: 1
energy: -72055.8288 eV

Each line ends with the Mulliken charge.
Positions of all 37 atoms, in Å:
C (1.8270, 3.3862, 0.0449)  -0.8920
S (3.0986, 2.1190, -0.1186)  1.2132
O (3.8391, 2.0439, 1.1025)  -0.6240
O (3.7923, 2.3178, -1.3558)  -0.6533
N (2.1515, 0.7322, -0.2249)  0.4454
C (1.6144, 0.3916, -1.5240)  -1.0559
C (0.0948, 0.5638, -1.4699)  0.8036
O (-0.4261, 1.6597, -1.5146)  -0.6488
N (-0.5699, -0.6077, -1.2891)  0.3693
N (-1.8911, -0.8614, -1.1065)  -0.8867
C (-2.7874, 0.0490, -1.1658)  -0.6185
C (-4.1572, -0.3083, -0.9585)  0.5913
C (-4.7027, -1.5405, -0.6883)  -0.4460
C (-6.0988, -1.5009, -0.5503)  -0.4498
C (-6.6072, -0.2471, -0.7145)  -0.4204
S (-5.3906, 0.9128, -1.0416)  -0.1243
C (2.3035, -0.2655, 0.7544)  -0.6176
C (1.2490, -0.5953, 1.5958)  -0.4126
C (1.4160, -1.5582, 2.5758)  -0.7910
C (2.6372, -2.1883, 2.7351)  -0.4648
C (3.6967, -1.8656, 1.8998)  0.3869
Cl (5.2081, -2.6535, 2.0944)  -0.2080
C (3.5345, -0.9123, 0.8974)  0.5566
Cl (4.8117, -0.5073, -0.1731)  -0.1540
H (2.2792, 4.3426, -0.1828)  0.4128
H (1.0268, 3.1611, -0.6507)  0.2275
H (1.4762, 3.3569, 1.0674)  0.3142
H (1.9089, -0.6204, -1.8207)  0.2421
H (2.0366, 1.1110, -2.2302)  0.5956
H (-0.0278, -1.4605, -1.2258)  0.3152
H (-2.5839, 1.0974, -1.3676)  0.4294
H (-4.1015, -2.4257, -0.5984)  0.4383
H (-6.7060, -2.3627, -0.3385)  0.3792
H (-7.6317, 0.0644, -0.6624)  0.4461
H (0.3054, -0.0864, 1.4750)  0.4723
H (0.5938, -1.8116, 3.2263)  0.3834
H (2.7805, -2.9303, 3.5040)  0.4453